(1)
ORCA calculation (ωB97M-V/def2-TZVPD) on C18H18N4O5Sn as an isolated structure in a non-equilibrium geometry.

energy	-1506.1781	a.u.
energy relative to the best compared isomer or geometry (same formula, charge and spin)	4.61	kcal/mol
HOMO	-8.112	eV
HOMO-LUMO gap	7.92	eV

```
! RIJCOSX wB97M-V def2-TZVPD def2/J DEFGRID3
* xyz 0 1
Sn 0.7895 -1.8585 -0.2639
O 0.2358 -5.3517 -2.4260
N 0.5716 -4.3284 -1.9140
O -0.0513 -3.2584 -2.1120
O 1.5523 -4.2764 -1.1481
N 3.8584 -2.8015 -1.4108
C 5.0559 -2.4487 -1.8888
C 5.1392 -1.0738 -1.7952
C 3.9188 -0.6765 -1.2494
N 3.1559 -1.7391 -1.0216
H 3.4154 -3.7123 -1.3669
H 5.7588 -3.1687 -2.2583
H 5.9586 -0.4484 -2.0858
H 3.5572 0.3066 -1.0241
C -4.0855 1.9184 -1.5490
C -3.4915 0.7437 -0.8340
C -3.8588 -0.5387 -1.2127
C -3.3131 -1.6476 -0.5900
C -2.3315 -1.4621 0.3626
C -1.9323 -0.1751 0.7471
N -0.9075 -0.1514 1.7317
C -0.0096 0.8825 2.0178
C 0.3442 1.0844 3.3528
C 1.2884 2.0258 3.7073
C 1.8718 2.8214 2.7369
C 1.5263 2.6311 1.4113
C 0.6193 1.6518 1.0314
C 0.4437 1.4093 -0.4482
O 0.1041 2.2962 -1.1966
O 0.7775 0.2144 -0.8331
C -2.5755 0.9430 0.2101
C -2.3776 2.3280 0.7480
H -4.6581 1.5809 -2.4084
H -3.2904 2.5757 -1.8953
H -4.7417 2.4979 -0.9000
H -4.5928 -0.6754 -1.9919
H -3.6429 -2.6428 -0.8482
H -1.8949 -2.3162 0.8889
H -1.1899 -0.6530 2.5701
H -0.1303 0.4811 4.1173
H 1.5586 2.1471 4.7449
H 2.5946 3.5750 3.0090
H 1.9778 3.2345 0.6395
H -2.0283 2.3043 1.7769
H -3.3200 2.8712 0.7162
H -1.6523 2.8815 0.1539
*
```

***

(2)
ORCA calculation (ωB97M-V/def2-TZVPD) on a 2-piece molecular cluster, C17H24BrN2O5 overall in a non-equilibrium geometry.

energy	-3721.5617	a.u.
HOMO	-12.527	eV
HOMO-LUMO gap	5.94	eV

```
! RIJCOSX wB97M-V def2-TZVPD def2/J DEFGRID3
* xyz 1 1
N 5.0597 1.6091 2.2146
C 4.5799 2.6463 1.6850
C 4.1399 3.7465 2.6017
C 2.9108 4.4447 2.1659
C 1.6378 4.1879 2.3886
C 1.0801 3.0599 3.1853
C 0.2844 2.1230 2.2982
O -0.4054 2.4494 1.3950
Br 0.4534 0.1855 2.6797
C 0.8020 5.2484 1.7501
O -0.3620 5.3057 1.5396
O 1.6837 6.2709 1.4108
C 2.9265 5.7073 1.3380
O 3.8441 6.1370 0.7111
H 5.3454 0.9565 1.4894
H 4.5299 2.7252 0.6025
H 4.9200 4.4952 2.6920
H 4.0050 3.3182 3.5871
H 0.4739 3.4044 4.0145
H 1.8844 2.4714 3.6092
C -3.0402 -1.3246 -0.1342
C -1.8457 -1.1501 -1.0957
C -2.3139 -1.1090 -2.5650
C -2.7150 -2.4704 -3.1299
C -1.5839 -3.4836 -2.9681
C -1.1101 -3.6375 -1.5130
N -0.8356 -2.2646 -0.9266
O 0.2604 -1.8913 -1.2224
C -2.1755 -4.4041 -0.6969
C 0.1362 -4.5226 -1.4603
C -1.2649 0.2106 -0.7225
H -2.7589 -1.0434 0.8807
H -3.8595 -0.6792 -0.4418
H -3.4410 -2.3325 -0.0821
H -1.5074 -0.7002 -3.1830
H -3.1443 -0.4106 -2.6412
H -3.6294 -2.8241 -2.6489
H -2.9499 -2.3643 -4.1900
H -1.8996 -4.4620 -3.3269
H -0.7379 -3.1763 -3.5919
H -1.9906 -4.3202 0.3746
H -2.1425 -5.4606 -0.9490
H -3.1942 -4.0853 -0.9034
H 0.9384 -4.1568 -2.1001
H -0.1173 -5.5191 -1.8086
H 0.5163 -4.6072 -0.4414
H -0.8371 0.1923 0.2800
H -2.0554 0.9565 -0.7343
H -0.4951 0.5480 -1.4167
*
```

***

(3)
ORCA calculation (ωB97M-V/def2-TZVPD) on C15H18NO2PdSSe2 as an isolated structure in a non-equilibrium geometry.

energy	-6116.6584	a.u.
energy relative to the best compared isomer or geometry (same formula, charge and spin)	19.31	kcal/mol
HOMO (spin up / spin down)	-3.704 / -3.702	eV
HOMO-LUMO gap (spin up / spin down)	6.07 / 6.07	eV

```
! RIJCOSX wB97M-V def2-TZVPD def2/J DEFGRID3
* xyz -1 1
Pd 0.5602 1.2051 -0.6598
O 0.1615 2.4198 4.6022
C -0.4841 2.6965 3.3366
C -1.2350 1.4583 2.8742
C -2.2676 1.0335 3.9406
O -1.7370 0.4987 5.1503
C -2.0700 1.8065 1.6367
Se -1.1421 2.7277 0.1860
C -0.2854 0.2880 2.6091
Se 1.3250 0.6022 1.5389
H 0.9431 2.9717 4.6761
H 0.2536 2.9589 2.5851
H -1.1820 3.5314 3.4478
H -2.9058 0.2564 3.5155
H -2.9047 1.9007 4.1539
H -0.9999 1.0708 5.4005
H -2.8937 2.4642 1.9332
H -2.5108 0.8933 1.2387
H -0.8472 -0.5360 2.1677
H 0.1157 -0.0647 3.5571
C -2.0357 -0.5379 -1.8627
C -0.7749 -1.1322 -2.4181
C -0.8351 -2.3720 -3.1044
C 0.3067 -2.9223 -3.5899
C 1.5390 -2.2632 -3.4127
C 2.7546 -2.8123 -3.8946
C 3.9112 -2.1258 -3.6846
C 3.9060 -0.8896 -2.9997
C 2.7552 -0.3003 -2.5118
S 2.8119 1.2413 -1.6909
C 1.5243 -1.0259 -2.7263
N 0.3589 -0.4917 -2.2429
H -2.9078 -1.1159 -2.1747
H -2.1516 0.4958 -2.1747
H -1.9881 -0.5227 -0.7760
H -1.7924 -2.8646 -3.2329
H 0.2859 -3.8739 -4.1145
H 2.7447 -3.7680 -4.4081
H 4.8529 -2.5358 -4.0366
H 4.8402 -0.3661 -2.8347
*
```

***

(4)
ORCA calculation (ωB97M-V/def2-TZVPD) on C28H84B2F3HgNO12S as an isolated structure in a non-equilibrium geometry.

energy	-2975.5538	a.u.
HOMO	-9.888	eV
HOMO-LUMO gap	8.80	eV

```
! RIJCOSX wB97M-V def2-TZVPD def2/J DEFGRID3
* xyz 0 1
Hg -0.2530 -2.7641 -3.0844
N -0.9557 -4.5142 1.0745
H -1.9705 -4.4310 1.0338
H -0.7564 -5.3274 1.6582
H -0.5189 -3.6999 1.5147
H -0.6058 -4.6717 0.1054
B 2.2529 -2.8173 -2.7301
H 2.3006 -2.7677 -3.8855
H 3.2593 -2.8689 -2.1709
H 1.7087 -1.8535 -2.3811
H 1.6339 -3.7485 -2.4273
B -0.9164 -4.9059 -1.9082
H -1.8950 -4.6083 -2.4545
H -1.0442 -5.8615 -1.2739
H -0.0745 -5.2038 -2.6495
H -0.5418 -3.9970 -1.2996
C -0.2242 0.8300 0.2025
F 1.0704 0.7913 -0.0911
F -0.3185 1.2305 1.4526
F -0.8330 1.6477 -0.6453
S -1.0580 -0.8794 -0.0488
O -0.5051 -1.4437 -1.2832
O -0.7780 -1.4932 1.2403
O -2.4892 -0.6362 -0.2279
C 0.1678 -0.3406 6.1586
C 0.0899 -0.9054 4.7543
C 0.0687 -2.4308 4.8149
O -1.1185 -0.4561 4.1872
H 1.0646 -0.6438 6.7056
H -0.6845 -0.5753 6.7953
H 0.2554 0.7494 6.1380
H 0.9788 -0.6667 4.1603
H -0.1523 -2.8544 3.8333
H -0.7767 -2.7620 5.4269
H 0.9662 -2.8669 5.2541
H -1.1081 -0.5286 3.2253
C 1.7849 4.7202 0.0392
C 2.5818 3.7035 -0.7574
C 2.9229 4.2236 -2.1393
O 3.7852 3.3220 -0.1199
H 1.5724 4.2805 1.0195
H 0.8401 4.9775 -0.4394
H 2.2957 5.6452 0.3264
H 1.8627 2.8928 -0.8969
H 1.9858 4.5418 -2.6059
H 3.4477 3.5362 -2.8000
H 3.5515 5.1103 -2.0020
H 4.3571 4.0910 -0.0356
C 0.2689 1.6674 -3.5524
C -0.5713 0.4775 -3.9791
C -1.3602 0.7964 -5.2539
O 0.2455 -0.6981 -4.2370
H 1.0465 1.4135 -2.8309
H -0.3297 2.4222 -3.0401
H 0.7230 2.1124 -4.4382
H -1.3632 0.1225 -3.3175
H -0.7102 0.8469 -6.1307
H -1.9083 1.7366 -5.1677
H -2.0992 0.0288 -5.4927
H 1.1641 -0.3514 -4.2317
C 4.0075 0.4870 -2.0123
C 4.1906 0.3181 -3.5158
C 5.4839 -0.3844 -3.8267
O 3.0570 -0.2792 -4.1152
H 4.3076 -0.4303 -1.5035
H 3.0157 0.7991 -1.6821
H 4.6076 1.3153 -1.6210
H 4.3424 1.3005 -3.9770
H 5.5640 -1.3757 -3.3698
H 6.3559 0.1453 -3.4318
H 5.6672 -0.4526 -4.9000
H 2.8521 -1.1394 -3.6869
C -1.5351 5.4112 1.6331
C -2.2922 4.9591 0.3803
C -3.1410 3.7460 0.7375
O -3.1673 6.0764 0.1142
H -0.7950 6.1982 1.4786
H -0.9720 4.5623 2.0405
H -2.2898 5.7483 2.3399
H -1.5943 4.7988 -0.4482
H -3.8291 4.1152 1.5063
H -2.6005 2.9430 1.2402
H -3.7847 3.2696 -0.0016
H -2.5953 6.7842 -0.1980
C 2.1487 2.2688 3.5093
C 3.0735 1.7757 4.6298
C 3.8616 0.5436 4.2726
O 3.9871 2.8643 4.8881
H 1.5818 3.1720 3.7127
H 1.5491 1.3756 3.2868
H 2.6648 2.4371 2.5567
H 2.4558 1.6345 5.5177
H 3.2630 -0.3090 3.9443
H 4.5705 0.2415 5.0419
H 4.4588 0.7140 3.3671
H 4.5771 2.8897 4.1269
C -4.7238 -3.1226 -2.9892
C -3.7980 -2.0551 -3.6499
C -4.5365 -0.7153 -3.6758
O -2.5916 -1.9699 -2.9316
H -5.2283 -2.6488 -2.1436
H -4.0898 -3.9182 -2.6019
H -5.4722 -3.4647 -3.7019
H -3.6459 -2.3656 -4.6863
H -4.1892 -0.0401 -4.4622
H -4.3627 -0.0810 -2.7982
H -5.6069 -0.9080 -3.7224
H -2.7746 -1.4974 -2.0968
C -5.3506 0.7064 1.5237
C -5.2338 -0.7920 1.8053
C -6.4634 -1.3224 2.5623
O -5.1274 -1.4752 0.5638
H -4.3547 1.1078 1.3170
H -5.6645 1.2990 2.3881
H -6.0620 0.9164 0.7273
H -4.3568 -1.0819 2.3966
H -7.3782 -1.1363 2.0022
H -6.5688 -0.8205 3.5255
H -6.2461 -2.3694 2.7749
H -4.2912 -1.1094 0.2331
C 2.8573 -1.4742 1.2514
C 2.8312 -3.0037 1.0343
C 2.7033 -3.8229 2.3178
O 1.7479 -3.2736 0.1683
H 1.9890 -1.0849 1.7837
H 3.0640 -0.9160 0.3379
H 3.7187 -1.1358 1.8420
H 3.7952 -3.3034 0.6104
H 3.1130 -4.8199 2.1505
H 1.6730 -3.9762 2.6338
H 3.2877 -3.3194 3.0872
H 1.9573 -2.8741 -0.7033
*
```

***

(5)
ORCA calculation (ωB97M-V/def2-TZVPD) on a 3-piece molecular cluster, C6H18N2O2 overall in a non-equilibrium geometry.

SMILES string	C=CC[C@H](CN)NC.O.O
energy	-499.3295	a.u.
energy relative to the best compared isomer or geometry (same formula, charge and spin)	39.35	kcal/mol
HOMO	-8.697	eV
HOMO-LUMO gap	9.35	eV

```
! RIJCOSX wB97M-V def2-TZVPD def2/J DEFGRID3
* xyz 0 1
C -0.2150 -3.2781 0.9911
C 0.7789 -2.7185 0.3151
C 1.2467 -1.3022 0.6686
C 0.4024 -0.2603 -0.1152
C 1.2532 0.6181 -1.0315
N 0.4260 1.6563 -1.6356
N -0.1827 0.6931 0.8553
C -0.8840 0.2368 2.0306
H -0.6728 -4.2200 0.7289
H -0.5735 -2.7625 1.8289
H 1.4477 -3.1611 -0.4107
H 2.2576 -1.1900 0.2706
H 1.2479 -1.0671 1.7203
H -0.4058 -0.6940 -0.6684
H 1.6087 -0.0496 -1.8182
H 2.0373 1.0773 -0.4360
H 0.9540 2.3350 -2.1606
H -0.3615 1.3840 -2.1968
H -0.6982 1.3731 0.3187
H -1.5761 -0.5838 1.8185
H -0.1465 -0.0506 2.7781
H -1.4089 1.0596 2.5186
O -0.5395 4.7347 1.1249
H -0.1442 4.1338 0.4842
H -1.2762 4.2258 1.4801
O -1.6829 -0.6983 -3.5195
H -1.6521 -1.4690 -2.9444
H -1.2406 -0.0223 -2.9955
*
```

***

(6)
ORCA calculation (ωB97M-V/def2-TZVPD) on a 2-piece molecular cluster, C4H11N5 overall.

energy	-432.5763	a.u.
energy relative to the best compared isomer or geometry (same formula, charge and spin)	127.96	kcal/mol
HOMO (spin up / spin down)	-7.697 / -7.242	eV
HOMO-LUMO gap (spin up / spin down)	7.92 / 7.99	eV

```
! RIJCOSX wB97M-V def2-TZVPD def2/J DEFGRID3
* xyz 0 1
C -1.3636 -1.6205 0.8761
C -1.0298 -0.6571 -1.7894
N 0.5516 0.6905 1.2035
C 1.2950 0.3816 -0.9048
C 0.1119 -0.7838 -0.7974
N 0.7616 1.5404 2.2527
N 1.7963 1.6196 -1.1324
N 1.5007 -0.7555 -1.3846
N -0.0235 -1.3104 0.4218
H -0.3701 0.9266 0.8338
H 1.5489 1.2613 2.8204
H -0.0290 1.8807 2.7913
H 1.7657 2.2678 -0.3620
H 2.6281 1.6569 -1.7126
H -1.3285 -1.8433 1.9430
H -2.1149 -0.8319 0.7141
H -1.7362 -2.5194 0.3659
H -1.8536 -0.0547 -1.4006
H -0.6813 -0.2007 -2.7137
H -1.4292 -1.6482 -2.0253
*
```

***

(7)
ORCA calculation (ωB97M-V/def2-TZVPD) on a 9-piece molecular cluster, C18H52NO11 overall in a non-equilibrium geometry.

energy	-1599.3632	a.u.
energy relative to the best compared isomer or geometry (same formula, charge and spin)	3.42	kcal/mol
HOMO	-6.677	eV
HOMO-LUMO gap	9.38	eV

```
! RIJCOSX wB97M-V def2-TZVPD def2/J DEFGRID3
* xyz -1 1
N -13.4227 15.2202 -7.3164
O -14.2432 15.6482 -6.4720
O -12.7669 16.0587 -7.9775
O -13.4032 14.0174 -7.6708
O -15.2739 12.1233 -5.5172
H -15.6650 12.9763 -5.2611
H -14.9443 12.2832 -6.4086
O -16.3888 14.7344 -4.8681
H -16.0572 14.8931 -3.9780
H -15.8372 15.3047 -5.4428
C -8.5209 14.8518 -6.5444
C -9.3381 13.7221 -7.1419
C -8.5924 12.3793 -7.0455
O -10.5293 13.5082 -6.3226
H -8.7484 15.7901 -7.0657
H -7.4512 14.6471 -6.6281
H -8.7471 15.1288 -5.5142
H -9.6975 13.9429 -8.1484
H -7.8319 12.3132 -7.8351
H -9.2443 11.5139 -7.0742
H -8.0333 12.3842 -6.1062
H -11.2846 13.7359 -6.8795
C -10.5143 16.1956 -10.3860
C -10.8122 14.9082 -11.1282
C -11.3727 15.0751 -12.5204
O -9.5549 14.2136 -11.1778
H -11.3362 16.9113 -10.3036
H -9.7030 16.7271 -10.8962
H -10.2400 16.0183 -9.3463
H -11.5250 14.3994 -10.4643
H -11.4287 14.1134 -13.0296
H -10.6980 15.7244 -13.0907
H -12.3149 15.6243 -12.5202
H -9.7328 13.3368 -11.5359
C -16.0755 20.3449 -5.8927
C -15.8396 18.8792 -5.5955
C -17.1329 18.2302 -5.0948
O -15.5288 18.2500 -6.8435
H -15.1328 20.8126 -6.1806
H -16.5766 20.8400 -5.0621
H -16.7195 20.4174 -6.7736
H -15.0040 18.7914 -4.8901
H -17.9411 18.6741 -5.6782
H -17.2939 18.4803 -4.0351
H -17.1897 17.1468 -5.1464
H -15.1264 17.3767 -6.6994
C -15.1016 14.3770 -11.3186
C -15.7919 13.2819 -10.4804
C -14.9462 12.0256 -10.3435
O -16.0837 13.7449 -9.1564
H -15.3672 15.3819 -11.0021
H -15.3861 14.2423 -12.3625
H -14.0333 14.2021 -11.1709
H -16.7334 12.9879 -10.9521
H -14.0180 12.2502 -9.8062
H -14.6123 11.6272 -11.3109
H -15.4399 11.2195 -9.8040
H -15.2290 14.0963 -8.8626
C -11.8960 18.2245 -3.1283
C -11.6086 18.3804 -4.6176
C -10.2069 18.9349 -4.8591
O -11.7186 17.1178 -5.2557
H -12.9450 17.9821 -2.9889
H -11.5552 19.1026 -2.5800
H -11.2280 17.4322 -2.7745
H -12.3641 19.0640 -5.0283
H -10.0327 19.9285 -4.4422
H -9.9684 18.9387 -5.9264
H -9.4769 18.2491 -4.4180
H -11.6387 17.3002 -6.2006
C -11.4881 20.5303 -10.1858
C -11.9102 19.8291 -8.9003
C -12.5264 20.8058 -7.9071
O -12.9563 18.9173 -9.2649
H -10.7843 21.3593 -10.0858
H -12.4044 20.9382 -10.6199
H -11.0420 19.8322 -10.8958
H -11.0440 19.3459 -8.4384
H -12.6571 20.3233 -6.9309
H -13.5151 21.1695 -8.1728
H -11.8160 21.6095 -7.6709
H -12.7850 18.1098 -8.7607
*
```